ORCA calculation (ωB97M-V/def2-TZVPD) on C4H4N2 in the gas phase in a non-equilibrium geometry.

Summary:
Calculated total energy: -264.1885 hartree
SMILES: c1ccnnc1
LUMO level: 0.18 eV
2S+1: 1

Last column: Löwdin charge in e.
Geometry (Å):
C1 0.286 0.177 -1.001  -0.046
C2 -0.321 1.234 -0.156  -0.169
N1 -0.456 1.298 1.125  -0.006
N2 0.179 0.269 1.748  -0.006
C3 0.232 -0.778 0.998  -0.168
C4 -0.145 -0.950 -0.427  -0.048
H1 0.791 0.326 -1.957  0.113
H2 -1.117 1.737 -0.674  0.109
H3 1.044 -1.429 1.261  0.108
H4 -0.514 -1.869 -0.887  0.113